Entry 1:
Entry from the OMol25 dataset: an isolated molecule of C2H2N2O2 in a non-equilibrium geometry (the ωB97M-V functional and the def2-TZVPD basis).

Each line ends with the natural charge from an NBO analysis.
CARTESIAN COORDINATES (ANGSTROEM)
O1 -1.99251 1.15170 -0.33821  -0.5430
C1 -0.91528 0.72175 -0.15163  0.8383
N1 -0.19953 -0.45379 -0.44244  -0.6318
C2 0.95031 -0.53920 0.18373  0.1272
N2 1.19678 0.59679 0.75683  -0.1070
O2 0.10416 1.24556 0.75693  -0.3273
H1 -0.76814 -1.40895 -0.68711  0.4353
H2 1.62421 -1.31386 -0.07811  0.2085

Output
relative energy (zero: lowest compared OMol25 entry of this formula, charge and spin)	55.45	kcal/mol
highest occupied orbital energy	-9.530	eV
energy	-9179.3816	eV
LUMO level	0.3898	eV
structure (SMILES)	O=c1[nH]cno1


Entry 2:
Entry from the OMol25 dataset: a structure of composition C38H27BrCl5N7Ru (the ωB97M-V functional and the def2-TZVPD basis).

Each line ends with the Mulliken spin population.
CARTESIAN COORDINATES (ANGSTROEM)
Ru1 -0.14626 0.15599 0.90738  0.1084
C1 -0.62755 5.93344 -3.24679  -0.0005
C2 -0.26151 4.61495 -2.62316  0.0007
C3 1.07329 4.26300 -2.39941  0.0007
C4 1.41380 3.07583 -1.79132  0.0032
C5 0.44138 2.14336 -1.38707  0.0031
N1 0.78453 0.93616 -0.79314  0.0194
C6 1.83001 0.28656 -1.43969  -0.0002
C7 1.87303 0.15120 -2.83797  0.0066
C8 2.88525 -0.53434 -3.47167  -0.0025
C9 3.90872 -1.15413 -2.74711  0.0030
C10 4.97372 -1.96035 -3.43832  0.0002
C11 3.87540 -1.03600 -1.37001  -0.0015
C12 2.86758 -0.30816 -0.73748  -0.0027
N2 2.91188 -0.18120 0.67830  -0.0008
C13 4.04255 -0.14321 1.40720  -0.0018
C14 3.70955 -0.32688 2.72515  0.0030
C15 2.32477 -0.47271 2.71183  0.0116
N3 1.82681 -0.37251 1.48007  0.0072
C16 -0.87470 2.50428 -1.62029  -0.0037
C17 -1.22771 3.72016 -2.20588  -0.0007
N4 -1.92618 1.62235 -1.22698  -0.0003
C18 -3.09143 1.52007 -1.88219  -0.0012
C19 -4.04333 1.07596 -0.99340  0.0007
C20 -3.34360 0.94007 0.20291  -0.0017
N5 -2.04638 1.22930 0.07478  -0.0050
H1 0.08192 6.20891 -4.02666  0.0000
H2 -0.62367 6.73389 -2.50411  0.0000
H3 -1.62185 5.89953 -3.69108  0.0000
H4 1.85914 4.94888 -2.69372  0.0000
H5 2.45566 2.83766 -1.61709  0.0001
H6 1.07720 0.60020 -3.41950  -0.0004
H7 2.87544 -0.61519 -4.55236  0.0000
H8 5.22915 -1.52481 -4.40376  0.0001
H9 4.63487 -2.98287 -3.62276  0.0003
H10 5.88237 -2.01599 -2.83969  0.0000
H11 4.63460 -1.52338 -0.76938  0.0000
H12 4.99107 0.02704 0.92879  0.0000
H13 4.36580 -0.34670 3.57627  0.0002
H14 1.67732 -0.65833 3.54086  -0.0136
H15 -2.27698 3.96085 -2.33124  0.0001
H16 -3.15934 1.80082 -2.91931  -0.0002
H17 -5.09189 0.91958 -1.17386  -0.0001
H18 -3.75771 0.71881 1.16514  -0.0021
Cl1 -0.68540 2.30871 2.58917  0.0239
C21 -0.51941 0.85494 3.54237  0.1794
C22 -0.95651 -0.39874 2.91539  0.2540
C23 -0.53584 -1.56996 3.72163  0.2582
Cl2 -0.86038 -3.15322 3.10929  0.0297
C24 0.03923 -1.46706 4.96238  -0.0855
Cl3 0.47741 -2.87716 5.84177  -0.0101
C25 0.33286 -0.20417 5.53013  0.2945
Cl4 1.03241 -0.08897 7.08014  0.0541
C26 0.11496 0.95472 4.75366  -0.0929
Cl5 0.69975 2.46340 5.32540  -0.0081
Br1 1.41704 -4.68634 -4.32585  0.0000
C27 0.63057 -3.73872 -2.90078  0.0004
C28 -0.72911 -3.45772 -2.93249  -0.0009
C29 -1.30389 -2.74558 -1.89418  0.0015
C30 -0.51079 -2.29736 -0.84221  0.0030
C31 0.83995 -2.59334 -0.81631  0.0058
C32 1.41744 -3.32350 -1.84142  0.0004
N6 -1.04605 -1.55745 0.27163  0.0094
C33 -2.19577 -1.91881 0.69539  -0.0108
C34 -2.95929 -1.40109 1.84863  -0.0274
C35 -4.28492 -1.79959 1.94306  0.0015
C36 -5.12154 -1.22674 2.88445  -0.0054
C37 -4.61488 -0.25837 3.73818  0.0030
C38 -3.26870 0.02906 3.67903  -0.0222
N7 -2.46738 -0.53382 2.76371  0.0263
H19 -1.33140 -3.78413 -3.76837  0.0000
H20 -2.35532 -2.49587 -1.95847  -0.0002
H21 1.42407 -2.29023 0.03808  -0.0019
H22 2.47258 -3.55482 -1.81417  0.0000
H23 -2.71073 -2.74129 0.20944  -0.0017
H24 -4.65705 -2.53176 1.24062  0.0001
H25 -6.15952 -1.52461 2.94316  -0.0001
H26 -5.23187 0.23764 4.47267  0.0015
H27 -2.77926 0.69982 4.37260  -0.0088

Output
expectation value of S²	0.799
total charge	+1
relative energy (zero: lowest compared OMol25 entry of this formula, charge and spin)	81.43	kcal/mol
highest occupied orbital energy (alpha / beta)	-9.064 / -9.065	eV
multiplicity	2
energy	-185504.1413	eV
LUMO level (alpha / beta)	-4.2926 / -4.2906	eV


Entry 3:
Entry from the OMol25 dataset: the ion C5H6N with charge +1 in a non-equilibrium geometry (the ωB97M-V functional and the def2-TZVPD basis).

Each line ends with the natural charge from an NBO analysis.
CARTESIAN COORDINATES (ANGSTROEM)
C1 -0.34086 1.15442 -2.61171  -0.1562
C2 -0.37453 0.35643 -1.70468  0.0856
C3 0.03096 -0.40168 0.59719  0.0585
C4 0.52672 0.86435 0.87586  -0.0286
C5 0.07541 -1.29663 1.74474  -0.0396
N1 -0.42412 -0.57743 -0.77600  -0.5656
H1 -0.35007 1.85018 -3.40258  0.2642
H2 0.58890 1.62470 0.11030  0.2454
H3 0.85555 1.13781 1.86441  0.2277
H4 -0.26522 -2.31909 1.68971  0.2337
H5 0.47744 -0.91578 2.66443  0.2349
H6 -0.80018 -1.47728 -1.05167  0.4401

Output
total charge	+1
relative energy (zero: lowest compared OMol25 entry of this formula, charge and spin)	116.69	kcal/mol
highest occupied orbital energy (alpha / beta)	-13.339 / -13.452	eV
energy	-6760.1175	eV
LUMO level (alpha / beta)	-7.5147 / -7.3199	eV


Entry 4:
Entry from the OMol25 dataset: a structure of composition C3H10N2P2 in a non-equilibrium geometry (the ωB97M-V functional and the def2-TZVPD basis).

Each line ends with the natural charge from an NBO analysis.
CARTESIAN COORDINATES (ANGSTROEM)
C1 1.49969 -0.57832 0.01130  0.1154
C2 2.69405 -1.05877 -0.71857  -0.6594
C3 -0.31575 2.03891 0.39930  -0.4240
N1 0.62196 0.13459 -0.56369  -0.2676
N2 -0.50838 0.61762 0.11555  -0.4276
P1 -2.71539 0.58988 -0.60163  -0.0726
P2 -2.81749 -1.27792 0.31999  -0.0865
H1 1.38922 -0.90175 1.05612  0.1552
H2 3.57406 -0.55536 -0.32030  0.2299
H3 2.60228 -0.85134 -1.77861  0.2399
H4 2.81977 -2.12638 -0.55315  0.2284
H5 0.59664 2.20849 0.98214  0.1862
H6 -0.23256 2.56551 -0.54778  0.2204
H7 -1.17930 2.41267 0.94389  0.2316
H8 -0.67382 0.10481 0.99485  0.3757
H9 -4.06154 -1.17315 0.92519  -0.0134
H10 -3.29343 -2.14947 -0.66461  -0.0315

Output
relative energy (zero: lowest compared OMol25 entry of this formula, charge and spin)	42.26	kcal/mol
highest occupied orbital energy	-7.058	eV
energy	-24827.3525	eV
LUMO level	0.2391	eV


Entry 5:
Entry from the OMol25 dataset: a structure of composition C29H44AlBeBrFLiN4O15S in a non-equilibrium geometry (the ωB97M-V functional and the def2-TZVPD basis).

Each line ends with the Mulliken charge.
CARTESIAN COORDINATES (ANGSTROEM)
C1 2.26402 -2.98180 2.09219  -0.7055
C2 2.51629 -1.49601 2.79115  0.5570
O1 2.88976 -1.44165 4.08682  -0.4368
O2 2.37363 -0.28268 1.96345  -0.2311
C3 1.17178 0.46809 2.36007  0.7405
C4 0.43883 1.05186 1.01471  0.5737
C5 -1.14281 0.65575 0.85327  -0.9573
C6 -2.03740 0.76881 2.22078  -0.1070
C7 -2.86603 -0.67630 2.34596  0.0921
C8 -4.05812 -0.88876 1.19462  -0.3865
N1 -4.84906 -2.18319 1.17757  -0.0972
C9 -4.59473 -3.31863 2.17464  -0.3651
C10 -3.46091 -3.22139 3.39567  0.0240
N2 -3.23745 -4.37003 4.39495  -0.5899
C11 -2.54221 -1.82665 3.48664  0.4452
C12 -1.37119 -1.55830 4.60214  -0.0517
O3 -0.25132 -2.30027 4.57140  -0.4404
O4 -1.53307 -0.47889 5.60137  -0.4304
H1 3.19871 -3.68730 2.20128  0.3228
H2 1.35909 -3.47061 2.68193  0.1371
H3 1.98949 -2.79322 0.95553  0.2479
H4 0.50842 -0.23252 3.02302  -0.6975
H5 1.47071 1.39569 3.04951  -0.3147
H6 1.00152 0.54954 0.08915  -0.0029
H7 0.55217 2.21217 0.85211  -0.2085
H8 -1.68216 1.34477 0.04110  0.1832
H9 -1.24073 -0.44774 0.43807  0.4792
H10 -2.85989 1.62529 2.13268  0.2301
H11 -1.43517 0.99406 3.19820  0.3055
H12 -4.30977 -0.05487 0.38077  0.3530
H13 -5.57646 -2.28811 0.41162  0.2922
H14 -5.21895 -4.33135 2.09980  0.3074
H15 -2.24495 -4.24553 4.75776  0.3862
H16 -3.16489 -5.23474 3.77874  0.1984
H17 -2.24008 0.14715 5.21333  0.3937
O5 0.70289 2.79073 -1.86982  -0.5763
C13 1.58003 3.74746 -1.53473  -0.2640
C14 3.06710 3.16142 -1.62835  0.5555
O6 3.94340 4.11464 -1.28193  -0.5540
H18 1.49182 4.17524 -0.52052  0.1148
H19 1.58327 4.66307 -2.15229  0.3223
H20 3.15727 2.74414 -2.64646  -0.2127
H21 3.06253 2.23975 -1.01989  -0.0168
Be1 2.62354 3.37781 -4.47710  0.5796
F1 -2.06767 3.47209 1.76680  0.0162
C15 -2.71695 4.62290 1.98742  0.2678
C16 -3.11870 4.94508 3.27911  -0.2556
C17 -3.79023 6.14561 3.51010  -0.5137
C18 -4.06240 7.00634 2.44387  -0.4988
C19 -3.65953 6.67167 1.15018  -0.5252
C20 -2.97825 5.47645 0.92136  -0.4834
H22 -2.90591 4.26029 4.09350  0.3899
H23 -4.10166 6.41035 4.51751  0.3601
H24 -4.59014 7.94051 2.62380  0.3660
H25 -3.87611 7.34123 0.32128  0.3727
H26 -2.64999 5.20485 -0.07644  0.4638
C21 -1.22331 -7.30276 5.91021  -0.1990
C22 -1.37563 -7.23751 4.39935  0.1470
N3 -1.50198 -7.18346 3.14581  -0.4185
H27 -1.39942 -8.32402 6.25889  0.1795
H28 -0.21294 -6.99793 6.19658  0.1753
H29 -1.94550 -6.63420 6.38696  0.3975
O7 5.03869 3.64422 -6.22257  -0.5487
S1 5.62346 4.23612 -7.43964  1.2303
O8 4.77563 5.35066 -7.90042  -0.5711
O9 5.70336 3.21045 -8.49553  -0.5373
O10 6.97655 4.73930 -7.13990  -0.5465
Li1 2.02354 2.83466 2.45143  0.9258
Al1 0.52354 -8.56976 5.72937  0.3143
Br1 3.82354 1.78242 4.57720  -0.5732
C23 1.26891 -4.07631 -6.95051  -0.7240
O11 0.10091 -3.29345 -6.74416  -0.3434
C24 -0.39810 -3.38146 -5.40351  -0.8018
C25 -0.27021 -2.02025 -4.70157  -0.2032
N4 1.13463 -1.69672 -4.43253  -0.3008
C26 1.33859 -0.31452 -3.98305  -0.4975
C27 1.03126 0.80446 -4.99677  0.3020
O12 1.91717 0.82281 -6.11900  -0.3673
C28 1.51939 -0.01291 -7.19651  -0.6250
H30 1.52358 -4.03431 -8.01367  0.2449
H31 2.10925 -3.67372 -6.37979  0.3163
H32 1.09223 -5.12024 -6.67599  0.3374
H33 0.09453 -4.17715 -4.82850  0.4044
H34 -1.45927 -3.63754 -5.47856  0.3891
H35 -0.82256 -2.04929 -3.75583  0.3523
H36 -0.72963 -1.26599 -5.34831  0.2050
H37 1.67692 -1.84144 -5.28078  0.1024
H38 2.39496 -0.23228 -3.70145  0.3395
H39 0.75764 -0.14478 -3.06893  0.2184
H40 1.18777 1.75958 -4.48142  -0.4655
H41 -0.01489 0.80831 -5.32061  0.3262
H42 0.43263 -0.10663 -7.27598  0.2951
H43 1.98228 -0.99777 -7.09695  0.1789
H44 1.89697 0.43106 -8.12424  0.3365
C29 3.22042 1.44964 8.13376  0.8383
O13 3.14526 0.31338 8.57555  -0.4356
O14 4.20202 2.19335 8.24350  -0.2843
O15 2.32646 2.03166 7.50869  -0.2690

Output
relative energy (zero: lowest compared OMol25 entry of this formula, charge and spin)	367.68	kcal/mol
highest occupied orbital energy	-5.160	eV
energy	-158220.1701	eV
LUMO level	-4.2722	eV


Entry 6:
Entry from the OMol25 dataset: a structure of composition C31H36NO4P3RuS2 in a non-equilibrium geometry (the ωB97M-V functional and the def2-TZVPD basis).

Each line ends with the Mulliken charge.
CARTESIAN COORDINATES (ANGSTROEM)
Ru1 -0.14068 0.11228 0.24728  0.3973
C1 2.53483 -2.23871 2.75284  -1.1135
N1 1.63247 -1.53549 1.86054  0.6797
P1 0.13108 -0.81736 2.21006  0.9847
C2 0.41466 0.19330 3.69769  0.4141
C3 0.64049 1.55728 3.51869  -0.6396
C4 0.95089 2.36303 4.60449  -0.7412
C5 1.03891 1.81261 5.87492  -0.5437
C6 0.81550 0.45501 6.06306  -0.7469
C7 0.50242 -0.35164 4.97908  -0.3028
C8 -0.93800 -2.14840 2.80591  0.5757
C9 -0.68096 -3.46869 2.44920  -0.4682
C10 -1.56416 -4.47288 2.81515  -0.8390
C11 -2.71740 -4.16026 3.52020  -0.5525
C12 -2.98883 -2.84297 3.86194  -0.6866
C13 -2.10090 -1.83811 3.50875  -0.3837
P2 1.80854 -1.00724 0.24910  1.1024
C14 2.20431 -2.43953 -0.78269  0.4105
C15 3.36766 -3.18842 -0.59394  -0.1851
C16 3.60636 -4.30915 -1.37104  -0.7906
C17 2.69437 -4.67947 -2.35276  -0.4922
C18 1.55162 -3.92411 -2.56273  -0.9045
C19 1.30486 -2.80319 -1.78010  -0.2758
C20 3.33918 -0.03531 0.21536  0.7711
C21 3.75984 0.64860 1.35344  -0.5239
C22 4.85644 1.49481 1.29365  -0.7969
C23 5.52922 1.67651 0.09313  -0.5728
C24 5.10496 1.00943 -1.04750  -0.6973
C25 4.01517 0.15420 -0.98868  -0.6328
H1 2.60047 -1.72103 3.71318  0.3491
H2 3.53529 -2.26191 2.32164  0.3678
H3 2.20904 -3.26657 2.93370  0.2417
H4 0.56380 1.98069 2.52174  0.3238
H5 1.11659 3.42268 4.45829  0.4498
H6 1.27782 2.44288 6.72217  0.3887
H7 0.88220 0.02631 7.05475  0.4159
H8 0.31663 -1.40818 5.13018  0.4692
H9 0.20671 -3.70760 1.87265  0.2186
H10 -1.35757 -5.49861 2.53825  0.4189
H11 -3.40970 -4.94461 3.79873  0.3870
H12 -3.89368 -2.59733 4.40309  0.4455
H13 -2.31679 -0.80843 3.76735  0.4570
H14 4.09761 -2.88518 0.14667  0.2770
H15 4.50754 -4.88942 -1.21964  0.4110
H16 2.88472 -5.55367 -2.96246  0.3900
H17 0.85137 -4.20053 -3.34024  0.4338
H18 0.43007 -2.19010 -1.95345  0.2100
H19 3.22129 0.52597 2.28687  0.1276
H20 5.18114 2.01847 2.18370  0.4481
H21 6.38228 2.34111 0.04559  0.3867
H22 5.62433 1.15563 -1.98606  0.4333
H23 3.67951 -0.36162 -1.88077  0.5535
C26 -6.64731 -0.89054 1.12256  -1.2464
C27 -5.54727 0.00069 0.60136  -0.1631
O1 -4.39501 -0.83165 0.34857  -0.1619
P3 -3.05871 -0.18897 -0.21711  1.0877
S1 -1.64640 -1.59400 -0.39360  -0.5416
S2 -2.27539 1.27576 0.86867  -0.6314
O2 -3.58116 0.33018 -1.62807  -0.3946
C28 -2.66236 1.01995 -2.50755  0.2092
C29 -3.39272 1.32554 -3.79153  -1.4998
H24 -7.53191 -0.29267 1.34531  0.3954
H25 -6.32878 -1.39589 2.03397  0.2772
H26 -6.91250 -1.64418 0.38180  0.3034
H27 -5.26737 0.76209 1.33316  0.3265
H28 -5.83453 0.49404 -0.32798  0.2825
H29 -1.79312 0.38187 -2.67738  0.0558
H30 -2.32674 1.92971 -2.00439  0.2705
H31 -3.71893 0.40634 -4.27769  0.3250
H32 -2.72604 1.85827 -4.47068  0.3988
H33 -4.26570 1.95055 -3.60206  0.3446
C30 1.53034 2.59843 -2.70614  -1.3372
C31 0.87268 1.62649 -1.75555  1.1175
O3 0.63084 2.00696 -0.56344  -0.7809
O4 0.57675 0.47748 -2.15371  -0.6269
H34 1.77004 3.53398 -2.20718  0.3165
H35 0.86437 2.78640 -3.54856  0.3183
H36 2.43838 2.14330 -3.10150  0.3050

Output
relative energy (zero: lowest compared OMol25 entry of this formula, charge and spin)	0.00	kcal/mol
highest occupied orbital energy	-7.441	eV
energy	-94536.6734	eV
LUMO level	0.6036	eV


Question: Look up the relative energy (zero: lowest compared OMol25 entry of this formula, charge and spin) of the first one.
Answer: 55.45 kcal/mol


Question: The highest energy belongs to which entry?
Answer: C5H6N